1.
104
Properties=species:S:1:pos:R:3:forces:R:3 method="wB97M-V/def2-TZVPD" e_tot_ev=-60698.601 homo_ev=-9.8 multiplicity=1 charge=0 relative_energy_kj_mol=531.36
C 0.3296 0.8718 0.5682 -0.6381 -0.1938 -0.1915
C 1.0895 -0.3151 1.1093 0.7292 -0.3576 -1.4783
C 1.1525 -1.4554 0.0747 0.1206 -0.6771 1.2292
O 2.4322 0.1065 1.3811 -0.2675 0.4725 0.3196
H -0.5351 0.4984 0.0196 -0.3171 -0.1115 0.2667
H 0.8563 1.4234 -0.2105 0.4343 0.1872 0.4559
H -0.0407 1.4805 1.3930 0.2158 0.4022 -0.2768
H 0.5852 -0.6696 2.0083 0.0905 -0.1058 0.1955
H 1.8344 -1.2569 -0.7522 -0.4551 0.3307 -0.1935
H 0.1702 -1.8440 -0.1941 -0.0675 0.4688 -0.4787
H 1.5768 -2.3190 0.5867 0.3424 -0.1765 0.1178
H 3.0193 -0.6420 1.5106 -0.1767 -0.2300 0.0441
C 6.9421 -3.9781 4.5262 -0.8563 0.3883 -0.8235
C 7.9962 -3.4049 3.6215 1.2377 -1.0862 -0.4336
C 9.1608 -4.4250 3.3984 -0.7849 0.7053 0.9247
O 7.4112 -3.0985 2.3370 -0.1051 0.0112 0.8904
H 6.1478 -3.2321 4.5515 -0.2093 -0.0593 0.2943
H 7.2637 -4.1873 5.5465 0.1885 -0.0912 -0.2299
H 6.5271 -4.8478 4.0168 -0.0407 -0.2724 0.3572
H 8.3760 -2.5101 4.1147 0.2263 0.3151 -0.2951
H 9.8067 -4.0805 2.5908 0.0851 -0.2803 0.0311
H 8.7640 -5.4292 3.2492 -0.0745 0.1064 -0.5724
H 9.7205 -4.5154 4.3293 0.3280 0.2221 -0.0237
H 8.1182 -2.7326 1.8005 -0.0053 0.0445 -0.1249
O -2.8030 6.9125 -3.5498 0.4102 0.3469 0.1919
C -4.2200 7.0859 -3.6922 1.4663 0.0736 0.0545
C -4.5366 7.5244 -5.1038 0.0398 0.0388 -1.8449
O -4.2718 8.8827 -5.4624 0.0811 0.6593 1.7111
H -2.5656 6.0297 -3.8430 0.0183 0.0254 -0.0675
H -4.6023 6.0827 -3.5041 -0.9757 0.2990 -0.0657
H -4.4637 7.7881 -2.8950 -0.5123 -0.0111 -0.2372
H -5.5510 7.2669 -5.4085 -0.2666 -0.0929 0.2846
H -3.8549 6.9530 -5.7339 -0.0999 -0.6117 -0.0243
H -4.3477 9.1064 -6.3929 -0.1537 -0.7323 -0.0008
O 6.2554 -7.8899 -3.8584 0.3897 0.6863 0.8430
C 6.8205 -6.9482 -2.9132 0.0134 -0.0621 -0.9587
C 8.3327 -6.9031 -2.9630 0.4571 0.2035 -0.3647
O 8.9950 -7.9472 -2.3018 -0.4193 -0.9116 0.9693
H 6.5419 -8.7468 -3.5339 -0.0573 -0.2840 -0.1085
H 6.5797 -5.9370 -3.2412 -0.5146 -0.1094 -0.3205
H 6.3519 -7.0492 -1.9342 0.3754 -0.2805 0.2282
H 8.6273 -5.9307 -2.5684 0.1851 0.1602 0.2350
H 8.6401 -6.9394 -4.0082 -0.2954 0.2832 -0.2834
H 9.9022 -8.0793 -2.5866 -0.1355 0.3161 -0.2356
O -2.6492 -5.5806 -4.5100 -0.2073 0.2864 0.5389
C -1.5542 -6.2196 -5.1170 1.1129 1.0618 -2.0433
C -1.0459 -5.3175 -6.3510 0.6221 -1.2245 1.0634
O -1.9283 -5.4615 -7.3896 -1.6679 -0.3007 -1.4641
H -3.4259 -6.0151 -4.8698 -0.1605 0.1516 0.3264
H -0.6948 -6.4476 -4.4865 -0.3746 0.3024 0.6467
H -1.9546 -7.1582 -5.5001 0.6475 -0.1868 -0.4387
H -0.1025 -5.6549 -6.7803 0.2700 -0.3206 0.5084
H -0.9242 -4.2450 -6.1993 0.0371 0.0519 1.1369
H -2.7993 -5.2888 -7.0246 -0.2783 0.1817 -0.2720
O 0.5583 2.8237 -5.4257 -0.2934 0.4577 1.9305
C 1.8531 2.8062 -5.9700 -0.4031 -0.9175 -2.1480
C 3.0026 3.5289 -5.2861 -1.9479 0.6700 0.9887
O 4.1776 3.3701 -5.9935 0.8025 0.0709 -0.5582
H -0.0810 2.4484 -6.0357 0.3211 0.0018 -0.1265
H 2.1712 1.7741 -6.1171 0.2062 -0.4074 0.1561
H 1.6699 3.1709 -6.9808 0.9937 0.4180 -0.3205
H 3.0522 3.2228 -4.2411 0.2411 -0.3150 0.1557
H 2.7688 4.5923 -5.2358 0.1941 0.1318 -0.1910
H 4.5161 2.4743 -5.9268 -0.1284 -0.1107 0.1164
O -4.3717 3.6889 5.2838 -0.2437 0.0139 0.1089
C -4.6357 5.0899 5.3044 0.3740 -0.5056 -0.0634
C -5.2441 5.5880 4.0229 0.2660 0.4083 -0.3763
O -6.5337 5.1162 3.7415 -0.6646 -0.6408 -0.0944
H -5.0947 3.2255 5.7131 -0.0704 -0.0368 -0.1388
H -5.2652 5.3658 6.1504 0.0446 0.0479 0.1997
H -3.6430 5.5289 5.4041 -0.1026 0.4109 0.1531
H -4.6207 5.2677 3.1881 0.0649 -0.0456 -0.0015
H -5.2496 6.6780 4.0249 0.1911 0.2360 0.0759
H -7.2095 5.6411 4.1767 0.1418 0.0998 0.1192
O -7.8981 0.1209 -3.3108 -0.2868 -0.4965 0.3434
C -6.8395 0.1794 -2.3872 0.7065 1.9096 0.0583
C -7.2113 0.9403 -1.0562 1.6026 -0.2311 0.0366
O -8.1329 2.0183 -1.1447 -0.9463 -0.5169 -0.8271
H -8.6209 0.5900 -2.8877 -0.3178 0.1005 -0.2387
H -6.2923 -0.7540 -2.2549 -0.9635 -0.6611 0.7139
H -6.0165 0.7073 -2.8688 -0.0655 0.8223 -0.1564
H -6.3458 1.5142 -0.7251 0.8812 -1.0977 0.1129
H -7.4855 0.2155 -0.2896 -0.3108 0.0135 0.0823
H -7.9267 2.5618 -0.3807 -0.2877 0.1673 -0.1104
O -6.5516 -5.4868 6.4153 1.2356 -0.5693 -0.3157
C -5.2733 -4.7945 6.4251 -1.2208 1.9694 -0.3942
C -5.5444 -3.4696 5.6300 1.0747 -0.0492 -0.2322
O -6.2896 -2.4872 6.3313 -0.4547 -0.5874 -0.0202
H -7.1344 -5.0792 7.0601 0.2332 0.1166 0.1736
H -4.9529 -4.6340 7.4546 -0.1092 0.3817 0.0579
H -4.4190 -5.2815 5.9549 -0.6973 -0.8345 -0.3517
H -6.0114 -3.7354 4.6816 -0.6015 -0.4034 0.1503
H -4.6938 -2.9213 5.2250 0.7779 -0.3042 0.6973
H -7.2059 -2.7094 6.1509 -0.2395 0.2836 0.2351
O 3.5690 5.2673 3.3334 0.1178 -0.1316 1.4699
C 3.9513 5.5190 4.7095 -1.0548 1.0958 0.5895
C 2.6982 6.0050 5.5901 1.0346 -0.9123 -2.0194
O 2.2225 7.2548 5.1430 0.2121 0.3654 0.5813
H 3.2680 4.3582 3.4013 -0.2583 -0.1692 -0.6870
H 4.4028 4.6398 5.1691 -0.0199 -0.1675 -0.0400
H 4.7006 6.3101 4.6843 -0.0776 0.0492 0.0418
H 2.9292 6.0127 6.6553 0.0671 0.3512 -0.1191
H 1.9131 5.2732 5.3998 -0.0988 -0.3870 0.3062
H 1.9151 7.1535 4.2392 0.0732 -0.1073 -0.1364

2.
22
Properties=species:S:1:pos:R:3:forces:R:3 method="wB97M-V/def2-TZVPD" e_tot_ev=-8397.091 homo_ev="-12.5 / -12.5" multiplicity=1 charge=+1 relative_energy_kj_mol=538.90
C 0.9437 -1.4318 -0.6651 -1.6494 -3.1409 3.9644
C 1.7086 1.5992 -0.9499 0.6136 -0.3050 2.7257
C -1.6072 1.0140 1.1582 2.2663 2.0856 -0.9753
C -1.5593 -0.2401 -1.0171 -1.8503 -3.9590 1.5149
C 0.4855 -0.3873 0.3430 1.2449 1.0596 0.0157
N 1.0486 -0.6338 1.5903 -0.0099 -1.5275 1.0023
N -1.0407 -0.0931 0.3619 -0.9342 -4.5548 1.5301
H 0.3222 -2.4704 -0.6783 1.1640 2.3732 0.0747
H 1.0263 -1.0462 -1.5842 0.2854 1.0294 -3.5473
H 1.9099 -1.6943 -0.2388 0.1658 -0.1025 -0.7456
H 1.0697 1.4793 -1.7403 -1.5118 0.0215 -1.7838
H 1.5642 2.3673 -0.1985 -0.2315 -0.0087 -0.2900
H 2.7286 1.3015 -1.0892 0.2607 -0.4269 0.0453
H -2.5376 0.7622 1.5675 -1.0748 -0.5980 0.7841
H -0.8434 1.3501 1.8801 -0.6302 -0.4376 0.0029
H -1.7701 1.8709 0.4888 0.1040 -0.2561 0.0743
H -1.3053 -1.3109 -1.3233 -0.5740 1.7070 0.1626
H -2.6456 -0.1189 -1.0524 0.2142 0.0421 0.2343
H -1.1209 0.4125 -1.6317 1.7903 2.6284 -2.3205
H 1.6464 -0.1260 2.2350 -0.7659 1.2855 -0.7183
H 1.4673 -1.5702 1.6618 -0.5754 0.3378 -0.3495
H -1.4908 -1.0338 0.8821 1.6984 2.7468 -1.4009

3.
45
Properties=species:S:1:pos:R:3:forces:R:3 method="wB97M-V/def2-TZVPD" e_tot_ev=-42513.850 homo_ev=0.9 multiplicity=1 charge=-2
Li 2.9370 1.4561 0.7924 0.8137 0.8938 -0.3532
C 5.3439 4.5161 0.0570 3.7201 -1.5723 0.7320
O 5.4767 3.8034 1.0577 0.0796 -2.2139 5.2509
O 4.4183 4.2770 -0.6646 -7.3990 -0.7016 -4.7005
O 6.2925 5.1733 -0.3725 2.7765 3.4947 -0.9228
C 2.5268 -4.4109 -0.5677 -2.7265 4.2142 -0.0763
O 1.1772 -4.8042 -0.0093 1.8815 0.0236 1.3264
O 2.4905 -2.9747 -0.5864 1.4730 -4.4488 0.6123
C 3.7069 -5.1877 0.1596 -2.4772 -0.1851 -3.3630
F 3.5473 -6.5487 0.2984 -0.4512 -0.3021 -0.6236
F 4.7629 -5.0476 -0.6540 0.9695 0.0681 0.1820
F 3.9381 -4.8067 1.3358 1.2173 1.8038 3.2987
C 0.5797 -5.8895 -0.6215 0.6586 0.3061 0.0669
C -0.7250 -6.0890 0.0416 -1.3063 -0.1361 -0.2513
H -1.2525 -5.1412 -0.0664 -0.3217 -0.0656 0.3558
H -1.2795 -6.8599 -0.4935 -0.2573 -0.0929 -0.0757
H -0.6822 -6.4009 1.0852 0.2833 0.2309 0.0338
H 1.1523 -6.8140 -0.5464 0.4023 -0.1561 -0.3054
H 0.4390 -5.5632 -1.6519 -0.1917 -0.6869 -0.6387
H 2.4193 -4.7879 -1.5847 0.7692 -0.4640 -0.4399
C -3.9545 2.2399 -2.9318 -0.2927 0.9756 -0.7045
C -2.5915 1.9220 -2.7536 -1.2547 1.1289 -0.6301
C -1.6649 2.6820 -3.4615 0.9679 -0.4312 -0.5203
C -2.0317 3.6963 -4.3554 -0.6496 0.4276 1.0568
C -3.3565 4.0573 -4.3978 -1.3623 -0.0836 -1.5175
C -4.3480 3.2818 -3.8199 1.4512 -0.5826 1.6523
N -1.0522 4.5076 -5.0907 1.9657 -0.1094 0.6885
O -1.2443 5.7073 -5.3633 -0.3753 -1.9425 0.2034
O 0.0227 3.9100 -5.2686 -1.2141 0.9811 -0.3014
H -4.7811 1.8269 -2.3727 0.2845 -0.6682 0.1651
H -2.2596 1.1508 -2.0742 -0.0159 0.0278 0.0091
H -0.6189 2.4421 -3.3394 0.1346 0.1037 -0.0946
H -3.7201 4.8349 -5.0531 0.4521 0.3830 -0.0202
H -5.3774 3.5952 -3.9118 -0.0793 -0.2041 -0.0089
N 0.0785 1.4250 3.9940 0.4896 -0.3546 1.1754
C 0.2115 2.3515 4.9864 -0.5185 -0.4785 -1.3661
C -0.7180 2.5197 5.9881 -0.6704 -1.6405 -0.3564
C -1.7513 1.5601 6.0265 0.3370 0.0029 -0.0613
C -1.8106 0.4734 5.1226 0.7335 1.0428 0.4800
C -0.8379 0.4386 4.1171 0.0811 2.0028 0.2020
H 1.0382 3.0426 4.9131 0.1878 -0.0251 -0.2985
H -0.6399 3.3013 6.7293 -0.0229 0.0268 -0.0358
H -2.4629 1.7174 6.8235 -0.3915 -0.4408 -0.0458
H -2.5548 -0.3074 5.1770 -0.1240 0.0953 0.1421
H -0.8439 -0.2760 3.3073 -0.0275 -0.2472 0.0782

4.
44
Properties=species:S:1:pos:R:3:forces:R:3 method="wB97M-V/def2-TZVPD" e_tot_ev=-266536.082 homo_ev=-11.2 multiplicity=1 charge=+1 relative_energy_kj_mol=0.00
Ti 0.2077 -0.7781 -2.6050 0.2664 0.2203 -0.8948
Se -0.9167 -0.4278 -4.7215 0.3216 -0.1090 0.4909
Se 0.8426 1.0828 -4.4067 -0.0031 0.0557 -0.0527
Te 2.8589 -0.2883 -5.0375 0.0560 0.0224 0.0525
Se 2.4014 -1.8212 -3.0888 -0.4392 0.1244 -0.0697
F 1.0280 5.0057 4.1783 -0.0024 -0.0281 -0.0290
C 1.1009 4.0717 3.2228 -0.0047 0.1513 0.1343
C 0.9622 4.4631 1.9056 0.0053 -0.0512 -0.1570
C 1.0474 3.4914 0.9198 -0.0231 0.0928 0.1384
C 1.2432 2.1549 1.2602 -0.0521 0.2313 0.1487
C 1.3932 1.7959 2.5958 0.0245 0.1025 0.0884
C 1.3231 2.7623 3.5923 0.0168 -0.1733 -0.0680
Sb 1.4452 0.7329 -0.2778 0.1904 0.0854 0.0152
C -0.5899 0.9716 -1.0909 -0.1127 -0.1652 -0.3084
C -0.8431 2.1516 -1.8295 0.1839 -0.0905 0.1177
C -2.0999 2.4649 -2.2931 -0.0174 0.0135 -0.0274
C -3.1220 1.5510 -2.0763 -0.2247 0.1856 -0.1940
F -4.3301 1.8299 -2.5600 0.0679 -0.0243 0.0342
C -2.9355 0.3747 -1.3916 0.0287 -0.1458 0.1941
C -1.6715 0.1028 -0.8739 -0.1483 0.2353 0.2227
C 1.0218 -1.0360 0.7976 -0.1422 -0.3084 0.1035
C 1.7815 -2.1830 0.5476 -0.0306 -0.0106 0.0408
C 1.5197 -3.3815 1.2029 0.0369 0.1051 -0.0709
C 0.4906 -3.4077 2.1229 -0.0752 -0.1166 0.0929
F 0.2340 -4.5401 2.7751 0.0244 0.0348 -0.0244
C -0.2870 -2.2952 2.4047 -0.0010 0.0704 -0.0441
C -0.0157 -1.1134 1.7363 0.0032 -0.0267 -0.0193
H 0.8051 5.5069 1.6682 0.0032 -0.0297 0.0070
H 0.9613 3.8018 -0.1145 0.0038 -0.0131 -0.0154
H 1.5726 0.7681 2.8818 0.0033 -0.0299 -0.0138
H 1.4423 2.5116 4.6381 -0.0112 -0.0003 -0.0317
H -0.0362 2.8471 -2.0265 0.0532 -0.0023 -0.0217
H -2.3012 3.3803 -2.8346 -0.0028 -0.0360 0.0212
H -3.7711 -0.2939 -1.2322 0.0172 0.0078 -0.0015
H -1.5530 -0.7603 -0.2358 0.0438 -0.1233 -0.0664
H 2.5998 -2.1501 -0.1600 0.0579 0.0109 -0.0338
H 2.1007 -4.2770 1.0234 -0.0025 0.0388 0.0046
H -1.0783 -2.3703 3.1395 0.0268 0.0095 -0.0226
H -0.6221 -0.2427 1.9578 0.0213 0.0363 0.0099
N -0.6113 -2.3654 -2.1467 -0.3206 -0.9378 0.3431
C -0.8324 -3.5052 -1.7829 0.3799 1.1929 -0.1113
N -1.1051 -4.6241 -1.4663 -0.2117 -1.1304 0.3810
C -0.9073 -5.5691 -0.5544 0.0081 0.4880 -0.2592
N -0.7539 -6.3927 0.2356 -0.0192 0.0372 -0.1041